Entry 1:
C11H26LaN4O7S as an isolated structure at a distorted geometry. Source: the OMol25 dataset; level of theory: ωB97M-V with the def2-TZVPD basis set.

Each line ends with the Löwdin charge.
Geometry (Å):
O -0.42165 0.65727 -5.31245  -0.086
H -0.97525 0.23047 -5.97445  0.095
La -0.38065 0.28487 -0.13425  1.778
N -0.08005 1.80917 1.04375  -0.435
N 0.99945 1.18717 -1.17905  -0.344
N -1.38595 -0.77863 1.18625  -0.287
N -0.53395 -1.36823 -1.18375  -0.246
O -0.78795 2.16647 2.19825  -0.209
O -1.85275 -0.41153 2.46325  0.041
O 0.01875 -1.67603 -2.44355  0.050
O 1.78555 0.61527 -2.18795  -0.132
C 1.54635 2.34607 -0.55185  -0.223
C 0.96545 2.68437 0.62325  -0.213
C -1.62935 -1.98383 0.81825  -0.196
C -1.06925 -2.34803 -0.55415  -0.189
C 1.31655 3.86677 1.52135  0.017
H 1.57935 3.50797 2.51685  0.089
H 0.45755 4.53137 1.61655  0.101
H 2.15405 4.45557 1.15545  0.075
C 2.69235 3.06837 -1.25465  0.008
H 2.40125 3.31347 -2.27665  0.096
H 3.56685 2.41867 -1.29995  0.094
H 2.98925 3.99337 -0.76665  0.072
C -2.37295 -3.04743 1.63385  0.038
C -1.20175 -3.78943 -1.05945  0.034
H -3.04955 -2.60413 2.36445  0.098
H -1.66735 -3.67423 2.17845  0.103
H -2.98735 -3.68913 1.00325  0.096
H -0.44565 -4.03313 -1.80545  0.096
H -2.17765 -3.94673 -1.51775  0.111
H -1.07585 -4.51593 -0.25715  0.090
H -1.55315 0.50507 2.55365  0.049
H 0.18175 -0.79063 -2.82295  0.071
C -1.21925 1.04127 -4.25735  -0.201
H -0.79295 1.81407 -3.63355  0.082
H -1.70765 0.21397 -3.76245  0.069
H -2.06165 1.56647 -4.70845  0.087
O -2.43955 1.40007 -0.27775  -0.085
H -2.33735 0.46367 0.07945  0.017
H -1.67385 1.91067 0.11995  0.031
C 1.23515 -2.48473 2.35055  -0.233
S 2.42995 -1.20753 1.82575  1.015
C 1.79455 0.15257 2.84645  -0.234
O 1.69985 -0.84163 0.50455  -0.655
H 0.32725 -2.05863 2.81815  0.053
H 1.72945 -3.14453 3.09265  0.070
H 0.94705 -3.11103 1.48185  0.064
H 2.21595 1.10797 2.48045  0.064
H 0.69585 0.18297 2.85755  0.034
H 2.15055 0.00967 3.88745  0.081

Values from the calculation:
relative energy (zero: lowest compared OMol25 entry of this formula, charge and spin) = 1621.5 kJ/mol
E_HOMO = -10.454 eV
HOMO-LUMO gap = 5.3 eV
charge = +1
F_max = 0.3453 Eh/bohr
electronic energy = -1609.2172 a.u.

Entry 2:
C31H36F6N2NaO6PS3 as an isolated structure at a distorted geometry. Source: the OMol25 dataset; level of theory: ωB97M-V with the def2-TZVPD basis set.

Each line ends with the Löwdin charge.
Geometry (Å):
Na 0.36414 -0.02756 0.84095  0.083
F 5.04000 -1.22338 3.07111  0.124
C 4.36610 -1.41508 1.93237  -0.686
F 3.65632 -2.51323 2.02613  0.143
F 5.25676 -1.55676 0.94367  0.123
S 3.34937 0.09163 1.57554  0.619
O 2.33173 -0.33734 0.63458  -0.332
O 4.34429 1.03075 1.16527  -0.253
N 2.74349 0.52463 2.96656  -0.270
S 1.49717 -0.23067 3.59134  0.607
O 1.79284 -1.52034 4.13713  -0.264
O 0.26726 -0.05623 2.84196  -0.331
C 1.26959 0.84527 5.05068  -0.698
F 0.18230 0.42980 5.69644  0.135
F 2.30981 0.75836 5.87508  0.135
F 1.10153 2.11796 4.71245  0.138
C -4.38433 0.21701 1.18751  -0.137
C -3.92587 -0.53714 -0.06686  -0.575
C -3.96884 -2.04752 0.19588  -0.126
P -2.18302 -0.00640 -0.44382  1.122
C -1.80162 -0.74379 -2.12441  -0.527
C -2.88840 -0.54096 -3.17381  -0.123
C -1.34892 -2.20878 -2.07950  -0.125
C -2.38967 1.73901 -0.93437  -0.305
C -3.55950 2.35335 -1.35365  -0.099
C -3.62364 3.69602 -1.72165  -0.317
C -4.92137 4.34321 -2.14750  -0.089
C -2.43188 4.42008 -1.65954  -0.082
C -1.23762 3.85466 -1.24627  -0.035
C -1.16353 2.48298 -0.86566  -0.331
N -0.04900 1.83383 -0.48035  0.006
C 1.13162 2.57624 -0.30362  -0.251
C 2.18193 2.45272 -1.23351  -0.208
C 2.01680 1.51791 -2.40310  -0.041
C 3.35610 3.17277 -1.05294  -0.034
C 3.54350 4.01230 0.03753  -0.298
C 4.83191 4.77791 0.21633  -0.068
C 2.51260 4.11476 0.95952  -0.023
C 1.31347 3.41783 0.81028  -0.203
C 0.21243 3.56032 1.83048  -0.034
H -5.41485 -0.05465 1.44443  0.068
H -4.33339 1.29983 1.05932  0.058
H -3.74527 -0.04879 2.03522  0.076
H -4.59860 -0.29943 -0.89619  0.083
H -3.16168 -2.34829 0.87260  0.070
H -3.85916 -2.62864 -0.72018  0.052
H -4.92375 -2.32743 0.65650  0.068
H -0.93311 -0.13768 -2.40600  0.092
H -3.76582 -1.15687 -2.94494  0.066
H -2.52322 -0.85003 -4.16025  0.071
H -3.20496 0.50052 -3.24102  0.058
H -2.20515 -2.88511 -2.02970  0.057
H -0.70360 -2.43140 -1.22724  0.010
H -0.79546 -2.45868 -2.99216  0.074
H -4.47807 1.76974 -1.39729  0.096
H -5.67816 3.58636 -2.36982  0.061
H -4.79320 4.95359 -3.04699  0.062
H -5.33638 4.99779 -1.37257  0.063
H -2.44320 5.46973 -1.94643  0.097
H -0.33422 4.45380 -1.21494  0.103
H 1.07496 1.70375 -2.92370  0.072
H 1.99099 0.47811 -2.06068  0.077
H 2.84488 1.62801 -3.10771  0.067
H 4.16373 3.04764 -1.77140  0.110
H 5.67777 4.22078 -0.19211  0.069
H 5.03391 4.96471 1.27303  0.068
H 4.79761 5.74727 -0.29034  0.066
H 2.64810 4.73872 1.83989  0.109
H 0.58270 4.05746 2.72939  0.068
H -0.19344 2.58731 2.11533  0.070
H -0.62414 4.14018 1.42899  0.074
O -1.74037 -9.41718 -0.29694  0.068
C -0.51953 -8.84476 -0.54367  -0.503
O 0.29009 -9.50853 -1.14266  0.065
C -0.33414 -7.45592 -0.09270  -0.185
C 0.88891 -6.82356 -0.35038  -0.044
C 1.12610 -5.52163 0.02731  -0.119
C 0.14676 -4.73544 0.69678  -0.751
S 0.42250 -3.11123 1.14991  0.620
C -1.08474 -5.39754 0.95752  -0.130
C -1.30936 -6.70097 0.57360  -0.065
H -2.29424 -8.77062 0.15566  0.064
H 1.65104 -7.39626 -0.86488  0.109
H 2.08077 -5.05561 -0.18420  0.090
H -1.85713 -4.83817 1.47163  0.084
H -2.28409 -7.12113 0.81548  0.095

Values from the calculation:
relative energy (zero: lowest compared OMol25 entry of this formula, charge and spin) = 21.2 kJ/mol
E_HOMO = -1.825 eV
HOMO-LUMO gap = 5.5 eV
charge = -2
F_max = 0.0435 Eh/bohr
electronic energy = -4061.4319 a.u.

Entry 3:
C48H51N8O2PbS3 as an isolated structure. Source: the OMol25 dataset; level of theory: ωB97M-V with the def2-TZVPD basis set.

Each line ends with the Löwdin charge.
Geometry (Å):
Pb -0.22975 -0.57153 -0.21658  1.267
C 1.70650 -2.37755 1.74300  -0.173
C 0.93261 -1.84254 2.96925  -0.097
C -0.58502 -1.91237 2.99541  -0.271
C -1.21897 -2.25008 4.18805  -0.017
C -2.59720 -2.16482 4.28363  -0.050
C -3.32123 -1.73963 3.18103  -0.045
C -2.62740 -1.44548 2.02272  -0.119
N -1.29751 -1.53547 1.92949  0.000
N 2.23413 -1.37726 0.79247  -0.226
C 3.00194 -2.01894 -0.28533  -0.121
C 2.25709 -2.63846 -1.45712  -0.281
C 2.77371 -3.78772 -2.04424  -0.022
C 2.15285 -4.31332 -3.16581  -0.043
C 1.03492 -3.67375 -3.67625  -0.036
C 0.59086 -2.52650 -3.04417  -0.139
N 1.19061 -2.01734 -1.96453  0.013
C 3.06573 -0.34198 1.40081  -0.134
C 3.06170 0.98945 0.67283  -0.263
C 4.12056 1.86898 0.88540  -0.012
C 4.08001 3.12812 0.31564  -0.046
C 2.97585 3.48157 -0.44708  -0.051
C 1.97155 2.54564 -0.61180  -0.171
N 2.01669 1.32008 -0.08114  0.062
H 1.03693 -3.02114 1.17043  0.059
H 2.53825 -2.99634 2.10775  0.130
H 1.14743 -0.78305 3.11098  0.078
H 1.29462 -2.36470 3.85223  0.117
H -0.62837 -2.56540 5.03916  0.116
H -3.09919 -2.41988 5.20835  0.114
H -4.39760 -1.64027 3.21122  0.112
H -3.15229 -1.11271 1.13279  0.101
H 3.66063 -2.79042 0.13848  0.128
H 3.64899 -1.25253 -0.72318  0.132
H 3.64983 -4.26754 -1.62336  0.118
H 2.53813 -5.21121 -3.63298  0.115
H 0.51517 -4.05491 -4.54570  0.115
H -0.27937 -1.98577 -3.40842  0.107
H 4.10672 -0.67688 1.51052  0.135
H 2.69638 -0.12906 2.40334  0.110
H 4.95585 1.57044 1.50821  0.120
H 4.89546 3.82504 0.46272  0.115
H 2.89802 4.45856 -0.90584  0.112
H 1.07811 2.77618 -1.18718  0.085
C -5.11474 3.09350 -0.56241  -0.092
C -4.32384 2.93609 -1.85956  -0.282
N -4.04173 1.54723 -2.19063  -0.021
C -3.11755 0.75885 -1.58903  -0.784
S -1.86870 1.57664 -0.68124  0.497
N -3.31917 -0.52248 -1.78396  -0.026
N -2.42462 -1.46461 -1.36746  -0.046
C -2.83360 -2.68820 -1.49679  -0.268
C -4.18375 -3.05336 -2.06645  -0.030
C -1.94423 -3.80831 -1.10815  -0.222
C -2.32091 -5.12101 -1.40953  -0.007
C -1.48171 -6.17213 -1.08754  -0.046
C -0.27679 -5.89641 -0.46832  -0.042
C 0.01312 -4.57030 -0.19262  -0.146
N -0.78508 -3.54856 -0.48572  0.095
H -5.35333 4.14543 -0.38894  0.073
H -6.05046 2.53283 -0.60533  0.073
H -4.52534 2.72324 0.27856  0.048
H -4.87592 3.36010 -2.69692  0.114
H -3.37672 3.46526 -1.77448  0.072
H -4.76643 1.02468 -2.65798  0.137
H -4.74501 -2.15664 -2.27902  0.057
H -4.06377 -3.61540 -2.99590  0.090
H -4.74391 -3.67067 -1.36076  0.090
H -3.26266 -5.32797 -1.89232  0.103
H -1.76996 -7.18940 -1.32147  0.115
H 0.41753 -6.67911 -0.19422  0.110
H 0.95448 -4.32991 0.29049  0.086
C 0.51021 2.76462 -4.27374  -0.215
S 0.24352 1.12801 -3.54601  0.818
O -0.89237 0.50347 -4.27202  -0.513
C 1.75605 0.43939 -4.26067  -0.401
C 2.95973 0.55616 -3.57670  -0.091
C 4.10187 -0.02845 -4.10533  -0.076
C 4.03084 -0.73358 -5.30130  -0.078
C 2.82259 -0.84084 -5.97714  -0.067
C 1.67741 -0.25316 -5.45530  -0.078
H 0.53767 2.64557 -5.35618  0.066
H 1.45066 3.16919 -3.89819  0.054
H -0.33083 3.39365 -3.98017  0.054
H 3.00112 1.09648 -2.63731  0.089
H 5.04678 0.06159 -3.58245  0.106
H 4.91990 -1.20129 -5.70597  0.106
H 2.77074 -1.39075 -6.90865  0.109
H 0.71839 -0.33177 -5.95633  0.114
O 0.17345 1.00345 2.23906  -0.594
S -0.17798 2.45221 2.05541  0.946
C 1.05362 3.35747 3.00806  -0.359
C 1.81887 2.69073 3.95012  -0.071
C 2.83295 3.37334 4.60635  -0.066
C 3.07694 4.70923 4.30983  -0.071
C 2.30339 5.36887 3.36306  -0.070
C 1.29145 4.68981 2.70057  -0.084
C -1.60431 2.74157 3.10586  -0.362
C -2.40833 3.84619 2.86823  -0.079
C -3.53496 4.03866 3.65414  -0.069
C -3.85102 3.12438 4.65065  -0.070
C -3.04705 2.01042 4.86231  -0.065
C -1.91783 1.81082 4.08192  -0.066
H 1.60948 1.64795 4.16311  0.106
H 3.43504 2.86384 5.34834  0.109
H 3.87599 5.23723 4.81528  0.108
H 2.49791 6.40894 3.13290  0.110
H 0.68887 5.18980 1.94815  0.113
H -2.15767 4.54333 2.07527  0.114
H -4.17415 4.89512 3.48132  0.110
H -4.73182 3.27752 5.26144  0.108
H -3.30179 1.29339 5.63291  0.107
H -1.28448 0.94057 4.21159  0.104

Values from the calculation:
E_HOMO = -9.377 eV
HOMO-LUMO gap = 7.5 eV
charge = +1
F_max = 0.0128 Eh/bohr
electronic energy = -3835.4728 a.u.

Entry 4:
C15H14BrCl2N2O2Ti as an isolated structure. Source: the OMol25 dataset; level of theory: ωB97M-V with the def2-TZVPD basis set.

Each line ends with the Löwdin charge.
Geometry (Å):
Ti 0.65220 0.76554 0.01980  0.694
Br 0.52628 6.58944 -2.03734  0.788
C 0.84359 5.13487 -0.88918  -0.690
C -0.19540 4.35426 -0.45644  -0.108
C 0.06816 3.27180 0.40201  -0.088
C 1.37233 3.00029 0.81169  -0.313
C 2.42266 3.82005 0.36915  0.003
C 2.15850 4.87648 -0.46121  -0.084
N 1.55405 1.82920 1.57160  0.054
C 3.05557 0.52147 -0.07514  -0.255
C 2.83340 -0.97964 -0.20422  -0.210
C 3.77962 -1.95720 -0.38440  0.025
C 3.35423 -3.28003 -0.45958  -0.021
C 2.00464 -3.56382 -0.35629  -0.032
C 1.11372 -2.51336 -0.19596  -0.095
N 1.50833 -1.24449 -0.12693  0.018
H -1.21280 4.57715 -0.74696  0.111
H -0.76525 2.75056 0.86996  0.095
H 3.43694 3.61336 0.68485  0.132
H 2.95860 5.51960 -0.80120  0.112
H 4.09864 0.80093 -0.24851  0.164
H 4.82568 -1.69374 -0.45381  0.130
H 4.07245 -4.07823 -0.59087  0.121
H 1.62929 -4.57564 -0.40326  0.116
H 0.04870 -2.70010 -0.12492  0.113
Cl -1.62215 -0.05764 1.05271  0.639
C -2.34904 0.04700 -0.59988  -0.822
Cl -1.10066 0.29810 -1.83960  0.678
H -3.01973 0.89606 -0.59905  0.052
H -2.84108 -0.89717 -0.79171  0.049
C 2.34906 0.24360 3.58989  -0.022
O 2.90690 0.07525 2.28056  -0.043
C 2.45619 0.87385 1.31102  -0.373
O 2.17972 1.14463 -1.01482  -0.230
H 2.91278 -0.42164 4.23457  0.100
H 1.29538 -0.03793 3.59435  0.092
H 2.44261 1.27764 3.91420  0.098

Values from the calculation:
relative energy (zero: lowest compared OMol25 entry of this formula, charge and spin) = 271.8 kJ/mol
E_HOMO (spin up / spin down) = -10.473 / -10.279 eV
HOMO-LUMO gap (spin up / spin down) = 7.1 / 7.0 eV
charge = +1
F_max = 0.0185 Eh/bohr
electronic energy = -5183.6284 a.u.